Entry 1:
55
Properties=species:S:1:pos:R:3 method="wB97M-V/def2-TZVPD" e_lumo_ha=-0.0020 relative_energy_kcal_mol=3.4 homo_lumo_gap_ev=8.72 smiles="O=C(CCC1CCCCC1)Nc1cccc(C(=O)Nc2ccc(C(=O)O)cc2)c1" homo_ev=-8.8 total_charge=0
O -0.62333 -3.94132 -1.74901
O -5.03534 0.88131 1.94744
O 1.12827 3.10589 -3.19873
O 2.22888 3.88276 -1.42079
N -3.27214 2.05686 1.24031
N -0.66551 -1.78570 -1.02029
C -4.35168 -2.06261 -1.01370
C 3.11322 0.56636 2.24517
C 2.08522 -1.64087 0.56218
C 2.44756 -0.27248 -0.02345
C -0.04988 -2.90478 -1.50771
C 2.27161 -2.78498 -0.44240
C -0.03399 3.43752 0.22795
C -2.34399 -0.52020 0.09919
C 1.22110 3.41679 -1.89463
C -0.00053 3.11134 -1.12755
C -2.21308 2.43737 0.42344
C -1.13046 3.11096 0.99426
C 1.43973 -2.70836 -1.73177
C -2.21055 2.17878 -0.94988
C 2.26045 0.83521 1.01018
C 2.96161 -1.89574 1.79320
C -3.67337 -0.19005 0.32965
C 2.77271 -0.79795 2.83616
C -4.06927 0.93574 1.21622
C -4.68078 -0.97711 -0.22225
C -3.02986 -2.36761 -1.28418
C -2.01695 -1.58539 -0.73440
C -1.11065 2.50376 -1.71395
H 4.16878 0.58746 1.96622
H -3.47447 2.66967 2.02213
H -2.77236 -3.20723 -1.90766
H 1.95722 3.33466 -3.64692
H 2.03828 -3.72802 0.05735
H 0.81868 3.93551 0.66301
H -1.54861 0.04234 0.56710
H 1.20717 0.88893 1.30153
H -0.06820 -1.00802 -0.77844
H 3.40787 -0.99854 3.70107
H -5.70967 -0.72524 -0.01770
H -3.07030 1.71394 -1.40604
H 2.94823 1.34835 2.98864
H 1.61218 -1.75926 -2.24151
H 4.01037 -1.92923 1.48911
H 3.49123 -0.29073 -0.34576
H -1.10263 2.28989 -2.77096
H -5.13372 -2.67541 -1.43527
H -1.14994 3.35118 2.04727
H 1.04439 -1.62636 0.90473
H 1.73473 -0.79750 3.17807
H 3.32537 -2.81914 -0.73060
H 1.76597 -3.51438 -2.39109
H 2.53131 1.79620 0.56908
H 1.83976 -0.03945 -0.90242
H 2.70934 -2.86509 2.22839

Entry 2:
36
Properties=species:S:1:pos:R:3 method="wB97M-V/def2-TZVPD" e_lumo_ha=-0.2355 relative_energy_kcal_mol=0.0 homo_lumo_gap_ev=6.12 homo_ev=-12.5 total_charge=+1
F -3.47946 4.09317 0.57104
F 4.01409 -0.56165 -1.70832
F 1.23416 4.67056 0.85200
F 0.48843 -3.28387 -3.36539
C 1.77023 -0.04481 -1.11540
C 0.13652 3.89201 0.55512
C 2.28642 -1.94071 -2.58227
C -2.03748 2.28469 -0.01943
C -0.02601 -1.38116 -2.02772
C -0.38556 -0.29696 1.20482
C 2.67114 -0.84611 -1.82419
C -0.33560 -1.76788 1.39726
C 0.40858 -0.35332 -1.18260
C -0.62253 0.23160 -0.20669
C -1.58066 -2.52583 1.61327
C -2.20335 3.59087 0.43393
C 0.91729 -2.17774 -2.66828
C 0.36134 2.59811 0.07970
C -1.13257 4.41388 0.77306
C -0.73843 1.75666 -0.11790
C 0.97844 -2.40655 1.52768
H -2.90735 1.66002 -0.23582
H 0.86779 -3.49469 1.62878
H 1.51242 -2.01520 2.41346
H 1.37923 2.25418 -0.05805
H 0.55173 0.13512 1.60094
H -1.27181 5.41566 1.16576
H -1.09169 -1.59706 -2.13552
H 1.62524 -2.22159 0.65380
H -2.32244 -2.41219 0.80119
H 3.01425 -2.57161 -3.08320
H -1.19675 0.09098 1.83810
H -1.35051 -3.59895 1.68434
H -1.61687 -0.12165 -0.52102
H -2.07742 -2.22342 2.55456
H 2.15920 0.75543 -0.49700